Entry 1:
Molecular formula: C8H10NP
Method: DFT, the ωB97M-V functional and the def2-TZVPD basis

Geometry as ORCA input:
```
! RIJCOSX wB97M-V def2-TZVPD def2/J DEFGRID3
* xyz 0 1
C -0.822 -1.770 -1.808
P -1.426 -0.008 -1.699
C -1.481 -0.192 0.116
C -0.574 0.269 0.934
N -0.568 0.314 2.370
C 0.735 0.373 2.745
C 1.594 0.602 1.708
C 0.748 0.608 0.477
C 1.145 0.905 -0.743
C 0.182 0.938 -1.868
H -0.287 -2.096 -2.749
H -1.569 -2.447 -1.508
H -0.036 -1.786 -1.003
H -2.561 -0.544 0.629
H -1.349 -0.155 2.843
H 0.858 0.578 3.832
H 2.679 0.548 1.469
H 2.117 1.150 -0.982
H -0.045 1.967 -1.874
H 0.660 0.747 -2.889
*
```

The calculation puts the energy above the lowest of the compared OMol25 structures with the same formula, charge and spin at 1.3593 eV. As for the molar mass: 151.15 g mol⁻¹. The SMILES is CP1C=c2[nH]ccc2=CC1. As for the HOMO-LUMO gap: 7.9 eV. As for the HOMO energy: -7.177 eV.

***

Entry 2:
Molecular formula: C12H18OSi
Method: DFT, the ωB97M-V functional and the def2-TZVPD basis

Geometry as ORCA input:
```
! RIJCOSX wB97M-V def2-TZVPD def2/J DEFGRID3
* xyz 0 1
C -1.586 -2.992 0.914
C -1.089 -1.816 0.578
C -0.585 -0.670 0.337
C 1.043 -0.411 0.075
C 1.691 0.567 0.629
C 3.111 0.637 0.559
O 3.797 1.326 1.331
C 3.702 -0.318 -0.500
C 2.734 -0.626 -1.659
C 1.455 -1.225 -1.051
Si -1.811 0.763 0.306
C -0.886 2.444 -0.204
C -2.620 0.968 2.059
C -2.964 0.413 -1.089
H -2.064 -3.673 0.233
H -1.543 -3.367 1.901
H 1.229 1.251 1.349
H 4.637 0.196 -0.822
H 3.951 -1.144 0.008
H 3.056 -1.338 -2.416
H 2.590 0.352 -2.212
H 1.619 -2.340 -0.707
H 0.505 -1.338 -1.615
H 0.198 2.283 -0.137
H -0.902 2.562 -1.234
H -1.241 3.321 0.189
H -2.357 0.289 2.832
H -2.537 1.972 2.461
H -3.716 0.826 1.955
H -2.657 0.886 -1.981
H -2.890 -0.678 -1.228
H -3.872 0.880 -0.861
*
```

The calculation puts the energy above the lowest of the compared OMol25 structures with the same formula, charge and spin at 4.1538 eV. As for the molar mass: 206.36 g mol⁻¹. The SMILES is C=C=C(C1=CC(=O)CCC1)[Si](C)(C)C. As for the HOMO-LUMO gap: 9.6 eV. As for the HOMO energy: -9.147 eV.

***

Q: Which value of HOMO-LUMO gap does entry 2 give?
A: 9.6 eV

***

Q: Among the records above, which one has the highest energy above the lowest of the compared OMol25 structures with the same formula, charge and spin?
A: C12H18OSi

***

Q: Number 1 is which compound?
A: C8H10NP